Record 1
ORCA calculation (ωB97M-V/def2-TZVPD) on a 2-piece molecular cluster, CH6NO2 overall at a distorted geometry.

Values from the calculation:
lowest unoccupied orbital energy (spin up / spin down)	0.72 / -1.75	eV
strongest force on any atom	2.00	eV/A
HOMO-LUMO gap (spin up / spin down)	11.44 / 8.90	eV
multiplicity	2
HOMO energy (spin up / spin down)	-10.71 / -10.65	eV

Geometry (Å):
H -1.21959 -0.32457 1.13185
H -0.35905 1.38938 -0.75840
H 0.85466 -0.44783 -1.94657
O 0.53387 1.45171 -1.13748
H -1.07019 -0.18219 2.62136
H -0.08525 -1.43651 -0.21277
N 0.14847 -0.48455 0.09536
C 0.92536 0.08885 -0.98435
O -1.70656 0.00125 1.92492
H 1.97827 -0.05554 -0.73394

Record 2
ORCA calculation (ωB97M-V/def2-TZVPD) on a 2-piece molecular cluster, CH6NO2 overall at a distorted geometry.

Values from the calculation:
net charge	+1
lowest unoccupied orbital energy	-4.57	eV
strongest force on any atom	1.74	eV/A
HOMO-LUMO gap	11.45	eV
multiplicity	1
HOMO energy	-16.02	eV

Geometry (Å):
O -0.14262 -0.39744 1.77990
H -0.76137 0.85499 -1.70488
H -0.54225 -1.28069 1.86670
O -0.50784 -0.96050 -0.91615
H -1.03065 -1.35108 -1.66037
H 1.15492 1.62963 -0.93751
H -0.23645 0.01552 2.64764
H 1.35151 0.42611 0.36859
C -0.16877 0.27559 -0.99646
N 0.88353 0.78788 -0.44746

Record 3
ORCA calculation (ωB97M-V/def2-TZVPD) on a 2-piece molecular cluster, CH6NOPS overall at a distorted geometry.

Values from the calculation:
SMILES string	N#S#[PH2].CO
lowest unoccupied orbital energy	-0.63	eV
strongest force on any atom	2.24	eV/A
HOMO-LUMO gap	7.70	eV
multiplicity	1
HOMO energy	-8.33	eV

Geometry (Å):
H 0.02358 0.01068 1.94369
C 0.24004 0.97762 1.60741
H -0.72286 1.48118 1.54257
P -0.48882 -0.53849 -2.50618
N 0.76537 -2.57898 -0.49999
O 0.75400 0.68657 0.33205
H -0.69276 0.60934 -1.76135
S -0.56041 -1.91726 -0.74924
H 1.71134 0.60001 0.31450
H -1.91238 -0.88458 -2.48495
H 0.88291 1.55390 2.26149

Record 4
ORCA calculation (ωB97M-V/def2-TZVPD) on a 2-piece molecular cluster, CH6NOPS overall at a distorted geometry.

Values from the calculation:
lowest unoccupied orbital energy (spin up / spin down)	-2.36 / -2.36	eV
strongest force on any atom	5.50	eV/A
HOMO-LUMO gap (spin up / spin down)	5.61 / 5.58	eV
multiplicity	1
HOMO energy (spin up / spin down)	-7.96 / -7.94	eV

Geometry (Å):
H -2.23094 -0.93775 1.10306
H -1.43301 0.71641 1.47993
P -0.11517 -1.19463 0.58069
N 2.23217 0.44443 -0.72800
C -1.55387 -0.06530 0.83632
H 0.56109 -1.83419 -1.40519
O -0.18529 -1.49568 -1.02524
S -0.12928 -2.81039 1.64651
H 2.71649 1.06257 -0.12623
H -1.90314 0.23340 -0.20013
H 1.69613 0.91394 -1.41075

Record 5
ORCA calculation (ωB97M-V/def2-TZVPD) on a 2-piece molecular cluster, CH6NOS overall at a distorted geometry.

Values from the calculation:
lowest unoccupied orbital energy (spin up / spin down)	0.53 / -3.34	eV
strongest force on any atom	2.95	eV/A
HOMO-LUMO gap (spin up / spin down)	10.23 / 6.34	eV
multiplicity	2
HOMO energy (spin up / spin down)	-9.70 / -9.68	eV

Geometry (Å):
H 0.54056 -1.47110 0.47711
H -2.04208 -0.84614 -0.75763
C -0.50750 -1.26227 0.58266
H -0.03430 0.60857 0.99358
H -1.01989 -2.05467 1.14589
O -0.64022 -0.11532 1.41588
H -0.56754 -0.49043 -1.26452
S 1.03966 1.22709 -0.58519
N -1.10124 -1.18397 -0.75369
H 2.36419 1.40437 -0.77863

Record 6
ORCA calculation (ωB97M-V/def2-TZVPD) on an isolated ion of composition CH6NOS and charge +1 at a distorted geometry.

Values from the calculation:
net charge	+1
lowest unoccupied orbital energy (spin up / spin down)	-3.60 / -7.71	eV
strongest force on any atom	4.01	eV/A
HOMO-LUMO gap (spin up / spin down)	7.46 / 7.64	eV
multiplicity	3
HOMO energy (spin up / spin down)	-11.07 / -15.35	eV

Geometry (Å):
H -0.42116 -0.39580 2.04795
O -0.98816 -0.33629 1.26901
H 0.55156 2.61357 -0.25370
C -0.50184 0.20097 0.17014
S 1.10332 1.67500 0.37669
N 0.24266 -0.92803 -0.68144
H 1.17644 -0.64396 -0.74594
H 0.23034 -1.73600 -0.08003
H -1.28026 0.66611 -0.51598
H -0.11291 -1.11558 -1.58670

Record 7
ORCA calculation (ωB97M-V/def2-TZVPD) on a 2-piece molecular cluster, CH6NP overall at a distorted geometry.

Values from the calculation:
SMILES string	C=P.N
lowest unoccupied orbital energy	-0.23	eV
strongest force on any atom	4.17	eV/A
HOMO-LUMO gap	9.78	eV
multiplicity	1
HOMO energy	-10.01	eV

Geometry (Å):
C -2.06766 1.30394 0.48377
P -0.71906 1.51753 -0.48634
H -2.10207 0.76562 1.41739
H 1.87868 -2.00010 -1.22408
H 1.51327 -0.60932 -0.60599
H -2.96544 1.12409 -0.10784
H 0.46300 1.24808 0.44143
H 1.87967 -1.95735 0.43343
N 2.11961 -1.39248 -0.35178

Record 8
ORCA calculation (ωB97M-V/def2-TZVPD) on a 2-piece molecular cluster, CH6NS overall at a distorted geometry.

Values from the calculation:
net charge	-1
lowest unoccupied orbital energy	4.64	eV
strongest force on any atom	2.63	eV/A
HOMO-LUMO gap	7.31	eV
multiplicity	1
HOMO energy	-2.67	eV

Geometry (Å):
S 0.28104 -1.66258 1.50763
H -1.23646 0.16966 0.16838
N -0.77257 1.02482 -0.19002
C 0.43729 0.51428 -0.90413
H 0.82376 1.44687 -1.30637
H 1.05574 -0.15973 -0.36520
H -0.10836 -2.84702 2.16119
H 0.09150 -0.01479 -1.77374
H -0.57195 1.52849 0.70228

Record 9
ORCA calculation (ωB97M-V/def2-TZVPD) on CH6NS as an isolated structure at a distorted geometry.

Values from the calculation:
net charge	-1
lowest unoccupied orbital energy	4.34	eV
strongest force on any atom	4.41	eV/A
HOMO-LUMO gap	6.96	eV
multiplicity	1
HOMO energy	-2.62	eV

Geometry (Å):
N 0.54681 -0.62420 -1.71294
H -0.43410 0.84258 2.12416
S -1.83802 -0.29888 0.58680
H 0.20422 -1.55087 -1.46826
H -0.36101 -0.12201 -1.64043
H 1.02627 -0.35819 -0.86735
H 0.03901 1.47274 0.44605
H 0.67940 -0.14028 1.29354
C 0.13743 0.77910 1.23844

Record 10
ORCA calculation (ωB97M-V/def2-TZVPD) on a 2-piece molecular cluster, CH6NS overall.

Values from the calculation:
net charge	-1
lowest unoccupied orbital energy	4.44	eV
strongest force on any atom	0.61	eV/A
HOMO-LUMO gap	6.66	eV
multiplicity	1
HOMO energy	-2.23	eV

Geometry (Å):
S -0.61717 1.24144 0.95920
H 0.61416 -0.00565 2.63791
H -0.97197 -1.12649 -1.42547
C 0.77940 0.21916 1.58142
H 0.83676 -0.74430 1.05231
H 1.73958 0.72046 1.45482
H -1.45991 -0.13975 -2.62737
H -0.28449 0.29119 -1.51712
N -0.63636 -0.45605 -2.11570

Record 11
ORCA calculation (ωB97M-V/def2-TZVPD) on an isolated ion of composition CH6NS and charge +1 at a distorted geometry.

Values from the calculation:
net charge	+1
lowest unoccupied orbital energy (spin up / spin down)	-3.88 / -7.94	eV
strongest force on any atom	4.02	eV/A
HOMO-LUMO gap (spin up / spin down)	6.21 / 9.09	eV
multiplicity	3
HOMO energy (spin up / spin down)	-10.09 / -17.03	eV

Geometry (Å):
C 0.10712 0.71383 0.26435
N -0.79057 -0.40374 -0.00207
S 1.91823 0.00249 0.37945
H -0.05813 1.40620 -0.63669
H -0.47052 -1.31844 0.51802
H 1.73427 -0.67195 -0.80926
H 0.02280 1.29250 1.19177
H -0.65856 -0.76388 -0.92969
H -1.80464 -0.25700 0.02413

Record 12
ORCA calculation (ωB97M-V/def2-TZVPD) on an isolated ion of composition CH6NS2 and charge +1 at a distorted geometry.

Values from the calculation:
net charge	+1
SMILES string	[NH3+]C(S)S
lowest unoccupied orbital energy	-4.40	eV
strongest force on any atom	3.81	eV/A
HOMO-LUMO gap	10.04	eV
multiplicity	1
HOMO energy	-14.43	eV

Geometry (Å):
H 1.24123 0.41838 -1.24030
H 1.27937 1.32455 0.19242
H 0.19187 -1.58128 0.43634
C -0.04816 -0.47408 0.20055
N 1.17332 0.34248 -0.14235
S -0.81372 0.26294 1.69695
S -1.04410 -0.54537 -1.31986
H -2.03950 0.33540 -0.82090
H 2.03932 -0.16640 0.01980
H -1.97962 0.08338 0.97735

Record 13
ORCA calculation (ωB97M-V/def2-TZVPD) on an isolated ion of composition CH6NS2 and charge +1 at a distorted geometry.

Values from the calculation:
net charge	+1
lowest unoccupied orbital energy (spin up / spin down)	-3.96 / -6.98	eV
strongest force on any atom	4.00	eV/A
HOMO-LUMO gap (spin up / spin down)	6.38 / 7.50	eV
multiplicity	3
HOMO energy (spin up / spin down)	-10.34 / -14.47	eV

Geometry (Å):
H -1.14869 1.15046 0.66299
H 2.42443 -2.85359 -0.43662
H 0.57772 1.00468 -0.84281
H 0.13338 -0.55706 -1.34013
H -1.68645 -0.36765 0.02026
C 0.30746 0.04014 -0.38882
S 1.18499 -2.53710 -0.14410
N -0.91299 0.11656 0.46090
H -0.56158 -0.38925 1.29292
S 1.72838 -0.53274 0.38902

Record 14
ORCA calculation (ωB97M-V/def2-TZVPD) on a 3-piece molecular cluster, CH6O3 overall at a distorted geometry.

Values from the calculation:
SMILES string	C=O.O.O
lowest unoccupied orbital energy	0.76	eV
strongest force on any atom	1.22	eV/A
HOMO-LUMO gap	10.88	eV
multiplicity	1
HOMO energy	-10.12	eV

Geometry (Å):
H 1.04244 -3.13129 1.03651
C -0.94611 0.25140 0.38648
H -1.41146 1.22227 0.60102
H 0.86297 2.23810 -2.05237
O 1.03412 2.14802 -1.11426
O -1.47656 -0.45726 -0.43328
O 0.43807 -2.38268 1.10469
H -0.04163 -0.13390 0.85988
H 0.35193 2.53839 -0.57328
H 0.14624 -2.29306 0.18461

Record 15
ORCA calculation (ωB97M-V/def2-TZVPD) on one molecule with the formula CH6OP2 at a distorted geometry.

Values from the calculation:
SMILES string	C[P@H](=O)P
lowest unoccupied orbital energy	0.88	eV
strongest force on any atom	1.94	eV/A
HOMO-LUMO gap	10.39	eV
multiplicity	1
HOMO energy	-9.51	eV

Geometry (Å):
H -1.12999 -0.51116 -1.62296
P 1.66175 -0.33153 0.53321
H -0.97363 -0.84148 -0.00777
H -2.10124 0.38890 -0.45708
H 1.20461 -1.00835 -0.59628
P 0.20455 1.07668 -0.14550
O 0.81222 2.02960 -1.08153
C -1.17479 -0.04044 -0.66204
H 2.72904 0.48734 -0.11190
H -0.28641 1.81116 1.06645

Record 16
ORCA calculation (ωB97M-V/def2-TZVPD) on a 2-piece molecular cluster, CH6OS overall at a distorted geometry.

Values from the calculation:
SMILES string	CO.S
lowest unoccupied orbital energy	0.66	eV
strongest force on any atom	1.26	eV/A
HOMO-LUMO gap	10.72	eV
multiplicity	1
HOMO energy	-10.06	eV

Geometry (Å):
H 0.73853 0.22606 0.87726
H 0.11664 0.45709 -1.16782
H 2.24441 -1.63737 1.16142
H 1.08790 -2.20797 2.29969
O 0.79587 -0.25955 1.71037
S -1.06881 0.89659 -1.58787
H 0.56458 -2.06055 0.68038
C 1.20865 -1.57099 1.42399
H -1.14286 1.84644 -0.64670

Record 17
ORCA calculation (ωB97M-V/def2-TZVPD) on a 2-piece molecular cluster, CH6OSi overall at a distorted geometry.

Values from the calculation:
lowest unoccupied orbital energy	0.49	eV
strongest force on any atom	5.24	eV/A
HOMO-LUMO gap	9.10	eV
multiplicity	1
HOMO energy	-8.61	eV

Geometry (Å):
H -0.87937 1.19496 -0.38519
Si -1.39002 0.00921 -0.01253
H -1.06367 -1.11266 -0.87204
C 1.24197 0.60991 -0.45861
O 1.99110 -0.27641 0.02940
H -2.79539 -0.43379 0.59801
H 1.51491 1.51579 0.19526
H 1.94530 -1.27485 -0.34007
H -0.56482 -0.23218 1.24577

Record 18
ORCA calculation (ωB97M-V/def2-TZVPD) on one molecule with the formula CH6P2 at a distorted geometry.

Values from the calculation:
SMILES string	CP=[PH3]
lowest unoccupied orbital energy (spin up / spin down)	-0.75 / -0.75	eV
strongest force on any atom	2.26	eV/A
HOMO-LUMO gap (spin up / spin down)	6.35 / 6.35	eV
multiplicity	1
HOMO energy (spin up / spin down)	-7.10 / -7.10	eV

Geometry (Å):
H -1.99938 0.48359 0.72485
H 2.17018 -1.46875 0.44325
H 2.77077 0.20947 -0.77605
H 1.51961 0.41416 0.92445
H -2.64870 -0.26085 -0.74980
P -0.67134 -1.49623 0.03049
P 1.46572 -0.45425 -0.16093
C -1.73819 0.01157 -0.22213
H -1.18610 0.72149 -0.83100

Record 19
ORCA calculation (ωB97M-V/def2-TZVPD) on a 2-piece molecular cluster, CH6P2 overall at a distorted geometry.

Values from the calculation:
lowest unoccupied orbital energy	-0.40	eV
strongest force on any atom	3.73	eV/A
HOMO-LUMO gap	8.55	eV
multiplicity	1
HOMO energy	-8.95	eV

Geometry (Å):
P 1.63727 -0.45250 0.46613
H -2.20582 -0.16369 -0.67606
C 0.05541 0.06915 -0.22235
H 2.41286 0.69128 -0.31012
H 1.57723 0.19208 1.71439
H 0.03091 -0.13053 -1.32888
H -1.71189 -1.79042 0.48816
H -0.21120 1.88955 -0.66275
P -1.58476 -0.30491 0.53148

Record 20
ORCA calculation (ωB97M-V/def2-TZVPD) on one molecule with the formula CH6P2S at a distorted geometry.

Values from the calculation:
SMILES string	[H]/P=S(/C)#[PH2]
lowest unoccupied orbital energy	-0.64	eV
strongest force on any atom	4.06	eV/A
HOMO-LUMO gap	6.48	eV
multiplicity	1
HOMO energy	-7.12	eV

Geometry (Å):
P -1.85408 -0.26680 1.10773
P -0.18155 0.81311 -2.16278
H -0.55185 0.02288 -3.12739
S -0.12913 -0.63678 -0.59107
H 0.93591 0.58421 0.98435
H -2.18483 0.81897 0.46097
H 1.35906 -1.22353 1.06213
H -0.91554 0.35202 1.86655
H 2.20921 -0.17212 -0.07025
C 1.31280 -0.29195 0.46975